DFT (ωB97M-V with the def2-TZVPD basis set) results for 14 unconnected molecules or ions with the total composition C55H68FN13O3 in a non-equilibrium geometry.

As for the spin multiplicity: 1. As for the LUMO energy: 0.40 eV. Its charge is 0. The total energy is -86360.4244 eV. For the HOMO-LUMO gap, the calculation gives 7.96 eV.

Element x y z (Å)
1 F 4.3104 -6.7763 1.3354
2 O 4.2735 -2.4133 1.8566
3 O 3.3651 -3.7606 0.3973
4 O 4.1362 -4.7433 2.2043
5 N -2.3446 -4.4253 0.9709
6 N -5.6788 -2.6952 -0.3612
7 N -3.7185 1.6521 3.6810
8 N -0.9411 -1.7134 -5.5945
9 N 2.0885 -4.5630 -3.6260
10 N -2.7972 3.8939 -1.5265
11 N 5.2918 0.0892 0.8166
12 N 0.5125 2.0592 6.2385
13 N -1.1378 0.8025 0.0581
14 N 1.7161 0.9664 -2.5075
15 N -2.2284 7.3831 -0.9499
16 N 1.3771 -2.6633 5.3796
17 N 3.1693 4.1126 -1.8036
18 C -1.3491 -4.9023 0.2097
19 C -2.0972 0.1676 3.2588
20 C 2.3657 1.8302 -4.4056
21 C -2.4429 -1.3665 -7.1727
22 C 0.3857 -3.2636 -2.9378
23 C -5.2422 -1.6847 0.4653
24 C -4.3109 0.4097 3.3711
25 C -0.2825 1.8505 0.2630
26 C 0.7310 -4.5689 -3.2853
27 C 4.7726 0.1101 -0.5113
28 C 4.6486 1.4499 -0.7722
29 C 0.8486 -0.0232 0.1223
30 C -4.0319 6.2161 -0.2296
31 C -0.6009 -5.7668 0.9283
32 C -2.3828 1.5310 3.5679
33 C -0.2167 -4.2822 5.6991
34 C 5.0482 2.2525 0.2102
35 C -4.7938 -2.9494 -1.3684
36 C -0.4678 -0.3459 -0.2147
37 C -2.3196 3.5701 -2.7766
38 C -3.4766 6.9571 -1.2075
39 C 0.6212 -4.1542 6.8346
40 C 3.9794 -3.5306 1.5311
41 C 1.4481 -3.0720 6.6750
42 C -2.7696 2.2766 -2.9997
43 C -3.7594 -2.0699 -1.1704
44 C -4.0448 -1.3400 0.0249
45 C -0.9131 -5.6265 2.3353
46 C 1.1469 2.4414 -4.0769
47 C 0.3818 2.9039 5.2242
48 C 5.4627 1.4078 1.2448
49 C -3.2993 -0.5262 3.1091
50 C -1.3936 -0.4564 -5.4787
51 C 0.9003 2.3918 4.0748
52 C 4.4498 5.8717 -1.4023
53 C 1.5651 -2.5578 -2.7050
54 C 3.3105 -5.1037 0.1380
55 C 1.2345 0.9854 5.7954
56 C 0.2644 -3.3310 4.8037
57 C -2.2779 -0.1899 -6.4769
58 C 0.9837 1.3115 0.4852
59 C -3.8548 2.9774 -1.3398
60 C 0.7177 1.8477 -2.9290
61 C -1.8971 6.5333 0.1100
62 C -1.5502 -2.2408 -6.6672
63 C 1.5631 1.2432 4.4702
64 C 3.5237 5.7797 -0.3646
65 C 2.5987 -3.3159 -3.3964
66 C -3.8074 1.9490 -2.1364
67 C 3.4266 -5.7212 1.5137
68 C 2.7776 0.9572 -3.4355
69 C 4.2444 4.8192 -2.2596
70 C -2.9601 5.8298 0.6008
71 C -2.0431 -4.7537 2.3571
72 C 2.7754 4.6468 -0.6446
73 H 2.6263 -5.3372 -3.9887
74 H -0.2075 -2.1927 -5.0922
75 H 5.8332 1.7228 2.2091
76 H -0.1290 1.9774 -2.2713
77 H 0.2973 -6.2444 0.5655
78 H -4.3484 2.4331 3.7966
79 H 0.5650 3.0835 -4.7214
80 H -0.2941 -6.0661 3.1034
81 H -5.3661 0.2341 3.2229
82 H -4.0270 7.1600 -2.1143
83 H -1.0121 -5.0103 5.6381
84 H -1.6776 8.1742 -1.2511
85 H -0.7129 2.8399 0.2160
86 H 3.5967 0.2548 -3.4808
87 H -3.0126 -3.7216 0.6904
88 H 1.8449 1.8702 0.8210
89 H -0.8763 0.1808 -4.7768
90 H 4.0768 -5.6938 -0.3646
91 H -1.5441 4.1504 -3.2543
92 H 1.3817 0.1028 6.4001
93 H -0.9911 6.6507 0.6859
94 H -3.0410 -1.6337 -8.0314
95 H -2.5380 -4.4803 3.2774
96 H 2.4463 -6.0544 1.8546
97 H 2.3810 -5.3540 -0.3734
98 H 1.9179 -1.9962 4.8480
99 H -4.7469 -3.8923 -1.8930
100 H 2.0286 -2.5660 7.4322
101 H 4.7310 4.4403 -3.1462
102 H 5.0877 3.3315 0.2371
103 H -0.9643 -1.2662 -0.4846
104 H 0.7919 2.7673 3.0680
105 H -0.5731 -2.8273 -2.6995
106 H 0.5220 -4.7486 7.7308
107 H -5.8615 -1.4302 1.3128
108 H -2.9162 -1.8634 -1.8129
109 H -1.1516 -4.3825 -0.7162
110 H -1.1557 -3.2185 -6.9012
111 H 1.5533 -0.8228 0.2963
112 H -5.0579 5.8852 -0.2948
113 H 2.7800 3.3238 -2.2999
114 H -6.3743 -3.3650 -0.0649
115 H 4.2949 1.7835 -1.7365
116 H -0.1921 -3.2476 3.8285
117 H -0.1930 3.7656 5.5300
118 H 2.8813 2.1142 -5.3110
119 H 2.1066 0.5570 3.8375
120 H 1.6633 -1.5793 -2.2587
121 H -2.6107 1.6890 -3.8919
122 H -3.4630 -1.5730 2.8993
123 H -1.0865 -0.1670 3.0773
124 H 3.6244 -3.1437 -3.6876
125 H 5.2208 6.6089 -1.5712
126 H -1.7281 2.3663 3.7681
127 H 1.7761 0.5540 -1.5875
128 H -2.6567 4.7039 -0.9397
129 H 4.5785 -0.7982 -1.0624
130 H -3.1177 5.1957 1.4607
131 H -4.5018 3.0976 -0.4834
132 H 1.9393 4.2666 -0.0764
133 H -2.5838 0.8269 -6.6738
134 H 3.5316 6.4418 0.4887
135 H -3.4114 -0.5743 0.4478
136 H -4.3809 1.0341 -2.1147
137 H 0.0020 -5.3650 -3.3203
138 H 0.1612 2.2027 7.1745
139 H -2.1063 1.0240 -0.1238
140 H 5.3850 -0.7782 1.3255

DFT (ωB97M-V with the def2-TZVPD basis set) results for 2 unconnected molecules or ions with the total composition C55H68N5O in a non-equilibrium geometry.

As for the spin multiplicity: 1. As for the LUMO energy: -4.57 eV. Its charge is +1. The total energy is -67628.1762 eV. For the HOMO-LUMO gap, the calculation gives 2.78 eV.

Element x y z (Å)
1 O -4.0600 1.5541 -2.4732
2 N 1.7481 3.0134 2.4906
3 N -3.6303 -8.6461 1.3075
4 N 0.9959 -4.2169 -6.2907
5 N 0.3994 4.2122 1.3311
6 N 1.3491 4.2872 2.2854
7 C 1.2341 3.5447 5.3015
8 C -3.0924 1.7758 -1.5417
9 C -3.5693 -10.4740 2.8264
10 C -1.0599 7.5410 0.6894
11 C 1.1414 0.7135 1.8078
12 C -2.3681 -5.2251 -0.8236
13 C 0.4269 7.7788 3.3866
14 C 3.6573 2.9374 5.6986
15 C -4.9552 -10.4336 2.1641
16 C -0.9044 1.3721 -0.6062
17 C 4.8855 1.0910 1.0339
18 C 0.3431 -2.9680 -4.3093
19 C -4.9980 -9.1411 1.3304
20 C 4.4435 2.4815 1.4783
21 C 2.8168 2.8130 3.4357
22 C 2.3066 5.0210 -1.9753
23 C 2.9624 -4.2618 -7.6265
24 C 2.6061 3.1113 4.7996
25 C 0.3362 2.3393 5.5512
26 C -3.9504 0.3612 -3.2920
27 C -2.6951 -9.4919 2.0319
28 C 4.9120 2.5144 5.2543
29 C -3.2592 2.8894 -0.6797
30 C -0.5985 -5.1777 -4.7699
31 C 5.4528 3.5640 1.0818
32 C 4.1121 2.5219 2.9666
33 C -1.1165 7.5441 -0.7024
34 C -0.3877 6.5728 2.9124
35 C 0.7608 -5.2721 -7.2686
36 C -3.7453 -5.4399 -0.5119
37 C 0.2497 -4.1097 -5.1528
38 C -1.7742 6.5058 3.5543
39 C -3.2402 -7.5574 0.5793
40 C 1.2761 4.4830 6.5122
41 C -1.8818 -4.0161 -1.4527
42 C -0.3729 -2.9121 -3.1303
43 C -1.4715 -6.2934 -0.5150
44 C 1.8615 -5.0852 -8.3200
45 C 0.9245 4.4565 -1.6244
46 C -1.1565 -4.0220 -2.6722
47 C 0.1609 3.9389 -2.8457
48 C 2.3164 -3.6180 -6.3863
49 C -0.4562 6.4895 1.3747
50 C 0.0839 2.8887 1.0456
51 C 0.0031 5.3903 0.6256
52 C -0.5173 6.5252 -1.4397
53 C -4.1734 -6.5735 0.1553
54 C 0.0924 5.4523 -0.7902
55 C -1.2473 -5.1511 -3.5566
56 C 0.9795 2.0921 1.7474
57 C 5.1407 2.3268 3.8918
58 C -1.9352 0.9695 -1.4350
59 C -2.2283 3.2805 0.1414
60 C -1.8760 -7.3981 0.2096
61 C -1.0183 2.5305 0.1966
62 H 2.2272 -6.0529 -8.6700
63 H -3.1283 -11.4727 2.8156
64 H 0.5584 7.7440 4.4776
65 H -2.2978 5.5970 3.2280
66 H 2.2599 -2.5218 -6.4827
67 H 5.6042 3.5630 -0.0050
68 H 1.4570 -4.5518 -9.1886
69 H -0.5068 6.5592 -2.5346
70 H 0.7485 1.7196 6.3613
71 H 3.5087 2.7074 0.9613
72 H -4.4772 -4.7126 -0.8604
73 H 0.3436 0.1123 1.4018
74 H -2.3827 7.3707 3.2522
75 H 1.9821 0.3382 2.3821
76 H 0.0228 0.8008 -0.5519
77 H -1.6102 8.3652 -1.2185
78 H -0.4296 -6.2188 -0.8341
79 H 6.4219 3.4153 1.5762
80 H 1.9809 5.3083 6.3459
81 H -2.0444 -10.0279 1.3229
82 H -5.2294 -6.7105 0.4007
83 H -5.0781 -11.2928 1.4951
84 H 5.1111 1.0959 -0.0410
85 H -4.8358 0.3994 -3.9280
86 H -0.0593 8.7216 3.1033
87 H 0.2792 4.9166 6.6766
88 H -1.6944 6.4718 4.6512
89 H -2.1723 -3.0501 -1.0340
90 H 6.1374 2.0484 3.5308
91 H 5.7097 2.3207 5.9782
92 H 0.6466 3.0357 -3.2461
93 H 2.9132 -3.8155 -5.4748
94 H 3.4072 -3.5113 -8.2852
95 H -1.1505 -8.1704 0.4756
96 H 0.1624 5.6939 3.2531
97 H -3.6270 -10.1292 3.8650
98 H -1.8356 0.0459 -2.0124
99 H -0.2544 -5.2362 -7.6981
100 H 5.0815 4.5544 1.3729
101 H 1.1061 3.5882 -0.9828
102 H 2.2225 5.9030 -2.6254
103 H 2.8278 5.3260 -1.0569
104 H -3.0336 0.3712 -3.8967
105 H 0.8026 4.1256 4.4794
106 H -0.2988 -2.0342 -2.4906
107 H 0.8597 -6.2685 -6.8001
108 H 4.0712 0.3803 1.2206
109 H -3.9639 -0.5427 -2.6653
110 H 2.9242 4.2645 -2.4812
111 H -2.0246 -8.9075 2.6842
112 H -5.7643 -10.4498 2.8960
113 H 1.4203 7.7537 2.9214
114 H 3.7600 -4.9325 -7.2876
115 H 0.9942 -2.1464 -4.6079
116 H 1.5789 3.9504 7.4255
117 H -0.6752 2.6667 5.8219
118 H -5.6843 -8.4015 1.7730
119 H -0.8608 3.6638 -2.5582
120 H 0.2779 1.7176 4.6508
121 H -2.3343 4.1598 0.7779
122 H -0.6773 -6.0620 -5.4036
123 H 5.7708 0.7521 1.5918
124 H -5.3766 -9.3239 0.3094
125 H 0.1045 4.6967 -3.6404
126 H -1.8299 -6.0217 -3.2493
127 H -4.2009 3.4368 -0.7076
128 H 3.4950 3.1370 6.7641
129 H -1.4802 8.3666 1.2680

DFT (ωB97M-V with the def2-TZVPD basis set) results for a molecular structure, C55H73AsBBrN8O3S4Sc.

As for the spin multiplicity: 1. As for the LUMO energy: -2.17 eV. Its charge is +1. Its energy above the lowest of the compared OMol25 structures with the same formula, charge and spin is 16.2 kcal per mole. The total energy is -271884.5744 eV. For the HOMO-LUMO gap, the calculation gives 6.71 eV.

Element x y z (Å)
1 Br -0.5351 -1.8780 2.1602
2 As -0.3208 1.1792 -2.9659
3 Sc -0.8533 0.0351 -0.1409
4 S 0.6824 2.3959 0.6417
5 S 2.7240 -3.0788 1.3139
6 S 0.1524 -1.9585 -1.4632
7 S -2.7474 1.5360 2.2533
8 O -1.4803 0.9839 1.6109
9 O -4.7339 2.2709 -0.3715
10 O -2.5360 0.8688 -0.8721
11 N 3.0822 3.4840 -0.2261
12 N 2.7659 -1.1528 -1.1285
13 N 3.2245 -0.4008 1.2549
14 N -3.6560 -1.1300 -0.8168
15 N 2.5583 -2.9594 -2.3389
16 N -2.6601 -1.5689 -0.0400
17 N 3.9944 -1.3786 3.0637
18 N 2.8676 1.3223 -0.5152
19 C -5.2403 0.0967 -3.2680
20 C -1.8096 -3.1459 1.5634
21 C -1.5945 2.5874 -3.4537
22 C 4.0595 1.7076 -1.0984
23 C 2.1472 -4.1875 -3.1019
24 C -2.9689 -5.7148 0.3069
25 C 1.4899 3.4642 -3.0736
26 C -7.0830 1.6051 -3.0576
27 C -4.2978 -7.6194 0.9279
28 C 4.3826 -2.3589 4.1215
29 C -3.1238 -6.3730 2.6139
30 C 0.6451 -4.3281 -3.3154
31 C -2.8138 -2.6413 0.6429
32 C -1.7655 -4.3836 2.0583
33 C -3.0868 5.9628 1.3007
34 C -4.6439 0.6395 -2.1325
35 C -3.4307 4.1278 2.8152
36 C -1.6132 2.9903 -4.9219
37 C 2.8085 -4.1129 -4.4809
38 C 4.4265 -0.0581 3.0760
39 C -2.9461 1.2256 6.2541
40 C -2.3155 3.7645 0.6986
41 C -1.0209 1.9021 4.3439
42 C -2.7858 3.2913 1.9110
43 C 4.1984 3.0341 -0.9185
44 C 4.7154 -1.5877 5.4022
45 C -2.3164 1.5600 3.9758
46 C 4.0349 -1.6029 -1.4281
47 C -3.5752 5.4695 2.5045
48 C 4.1138 5.7122 -0.0802
49 C -0.3848 -0.0330 -4.5165
50 C 2.8949 4.8761 0.2977
51 C -2.4609 5.1127 0.4034
52 C -3.3522 0.0377 -1.6373
53 C 3.2916 -1.6041 1.9108
54 C -1.6601 1.5693 6.6401
55 C 1.6499 5.5281 -0.3013
56 C 3.2481 -3.3259 4.4610
57 C 2.2563 2.4252 -0.0216
58 C -3.2809 1.2112 4.9055
59 C -1.5072 -1.0564 -4.5985
60 C 3.9439 0.5388 1.9779
61 C 2.6499 -5.3924 -2.3057
62 C -3.9547 -7.4219 2.2592
63 C 5.6123 -3.1180 3.6276
64 C -6.4565 0.5640 -3.7343
65 C 3.9137 -2.7042 -2.1805
66 C -3.7961 -6.7702 -0.0472
67 C -2.6400 -5.4923 1.6450
68 C 1.8699 -2.0103 -1.6559
69 C -6.4997 2.1705 -1.9380
70 C 2.7973 4.7969 1.8209
71 C 1.3643 2.0195 -3.5323
72 C -0.6983 1.9002 5.6891
73 C -5.2801 1.6902 -1.4695
74 B 2.4675 -0.0968 -0.0594
75 H -1.3301 3.4340 -2.8130
76 H -3.7344 -3.2159 0.5618
77 H -6.9088 0.1303 -4.6156
78 H -1.0348 -4.5989 2.8301
79 H -4.7337 -0.7093 -3.7900
80 H 3.5543 -3.8967 5.3388
81 H -0.6101 3.1841 -5.3085
82 H -8.0322 1.9860 -3.4121
83 H -2.5799 2.2596 -3.1206
84 H 0.5926 -0.5234 -4.5061
85 H 2.6528 5.7998 2.2242
86 H 1.2835 -0.1011 0.1124
87 H -1.3356 -1.7406 -5.4323
88 H 4.6695 -3.3434 -2.5942
89 H 2.3394 -6.3115 -2.8033
90 H 1.9590 4.1754 2.1312
91 H -3.8036 3.7467 3.7572
92 H -1.8464 3.1003 -0.0112
93 H -2.7978 -0.3049 -2.5228
94 H -2.0897 5.4919 -0.5404
95 H 2.4690 -3.2265 -5.0192
96 H 4.0459 1.5631 1.6677
97 H 0.3046 2.1593 6.0018
98 H -6.9680 2.9904 -1.4092
99 H 4.7196 1.0142 -1.5853
100 H 3.7195 4.3898 2.2412
101 H -1.3993 1.5750 7.6903
102 H -4.2748 0.9264 4.5819
103 H 4.9916 3.6872 -1.2260
104 H -2.2007 3.8986 -5.0669
105 H 5.6312 -1.0023 5.3195
106 H -2.4709 -0.5726 -4.7752
107 H 4.8712 -2.3079 6.2037
108 H -2.5399 -5.0832 -0.4620
109 H 3.0296 -4.0090 3.6492
110 H 2.1635 1.3981 -3.1252
111 H -4.3313 -8.0912 3.0213
112 H -0.3999 0.6111 -5.3979
113 H 3.7369 -5.4047 -2.2228
114 H 1.4289 1.9550 -4.6207
115 H 0.5035 -5.2162 -3.9332
116 H 2.5260 -4.9933 -5.0577
117 H -2.0622 2.2133 -5.5419
118 H 3.8944 -0.9285 5.6893
119 H 4.2151 5.8201 -1.1613
120 H 1.2324 3.5670 -2.0212
121 H -3.8213 1.9234 -0.3084
122 H 1.5804 6.5484 0.0782
123 H 0.7445 4.9905 -0.0235
124 H -4.0367 -6.9381 -1.0889
125 H -4.5479 -1.6010 -0.8368
126 H -4.0667 6.1307 3.2055
127 H 5.3651 -3.6858 2.7298
128 H -4.9406 -8.4443 0.6508
129 H 6.4250 -2.4266 3.3964
130 H -3.2024 7.0119 1.0620
131 H 5.0368 5.3014 0.3310
132 H -2.8515 -6.2245 3.6521
133 H -0.2869 2.1491 3.5846
134 H -1.5789 -1.6570 -3.6911
135 H 2.3338 -2.7817 4.7091
136 H 1.7226 5.5765 -1.3881
137 H 0.8192 4.1167 -3.6363
138 H 2.2312 -5.3781 -1.2985
139 H 4.9159 -1.1339 -1.0281
140 H 5.9580 -3.8118 4.3955
141 H 3.9809 6.7086 0.3394
142 H -3.6860 0.9599 6.9969
143 H 5.0195 0.3547 3.8677
144 H 2.5065 3.8377 -3.2172
145 H 0.2209 -3.4745 -3.8422
146 H 0.1059 -4.4690 -2.3832
147 H 3.8958 -4.0908 -4.4285

- Which formula does entry 3 have?
  C55H73AsBBrN8O3S4Sc